Record 1
122
Properties=species:S:1:pos:R:3 method="wB97M-V/def2-TZVPD" lumo_ev=1.87 charge=-1
Cs -2.51 -0.06 0.00
Te -1.98 3.03 -1.91
Se -2.37 2.70 1.26
Cl -4.19 -1.60 2.37
Cl -5.93 0.46 1.18
S -4.00 -2.45 -1.89
P 2.24 1.78 3.76
P 1.38 -1.55 0.30
O -1.75 0.69 -2.21
O 3.19 -1.08 2.68
O -2.09 1.64 -3.31
O -1.71 5.20 -0.38
N -2.29 -1.45 -3.76
N -3.92 -2.60 -4.61
C -2.36 4.16 -4.76
C -5.11 -3.41 -4.74
C 1.79 -0.01 -3.43
C -1.68 1.47 4.70
C 3.90 -4.74 0.87
C -3.17 -2.10 -5.67
C 0.59 1.05 3.98
C 3.81 -0.71 3.85
C -2.34 5.95 -3.15
C 4.62 -4.38 2.00
C 1.70 2.32 -0.24
C -4.88 2.02 -2.04
C 3.44 -2.30 2.12
C 2.13 -1.07 -1.28
C 5.20 -2.84 3.89
C -4.65 4.22 -1.08
C -0.76 -4.37 -1.85
C 4.04 0.93 5.58
C -1.98 0.13 4.51
C 0.14 -3.36 -1.54
C 4.76 -1.51 4.47
C 2.95 -3.87 0.38
C 4.05 2.00 0.10
C 2.51 1.79 1.96
C 4.98 -3.95 4.94
C -6.27 2.10 -1.87
C 2.69 -2.64 0.99
C -2.51 6.87 -4.18
C -2.27 4.59 -3.44
C 1.45 2.08 1.10
C -3.40 -2.16 -3.44
C -4.81 0.10 2.49
C 4.98 0.15 6.22
C 2.99 2.30 -0.74
C -6.02 4.29 -0.92
C -0.39 1.92 4.44
C 3.13 -0.19 -3.74
C -2.52 5.09 -5.78
C 6.69 -2.77 3.53
C 4.40 -3.17 2.65
C 5.34 -1.06 5.66
C 1.30 -0.43 -2.20
C -2.60 6.44 -5.50
C -1.02 -0.74 4.02
C -1.57 -4.34 0.41
C 3.43 0.53 4.39
C 0.20 -2.83 -0.26
C -2.17 -1.37 -5.13
C -4.09 3.08 -1.65
C -0.69 -3.31 0.71
C 3.47 -1.25 -1.61
C 0.26 -0.29 3.75
C -6.84 3.23 -1.32
C -1.61 -4.87 -0.87
C 3.81 1.76 1.45
C 3.97 -0.81 -2.82
H 7.29 -2.54 4.41
H 0.26 -0.23 -1.98
H -2.98 -0.24 4.72
H -2.44 2.16 5.02
H -2.26 -4.70 1.17
H 1.12 0.48 -4.12
H -6.88 1.26 -2.17
H 2.37 -4.15 -0.49
H -1.88 -0.77 -3.09
H -7.91 3.30 -1.18
H 3.52 0.15 -4.69
H 5.36 -5.06 2.39
H -2.73 7.16 -6.30
H 6.87 -2.00 2.78
H -6.46 5.18 -0.47
H 3.76 1.89 5.99
H 3.93 -4.01 5.21
H 4.65 1.55 2.11
H 4.14 -1.74 -0.91
H -2.60 4.74 -6.81
H -1.27 -1.79 3.86
H -2.02 4.54 0.36
H 5.06 1.96 -0.28
H 0.42 2.12 1.43
H 5.29 -4.92 4.56
H 5.02 -0.95 -3.06
H -0.81 -4.76 -2.86
H -1.38 -0.81 -5.59
H -4.45 1.13 -2.49
H -2.57 7.92 -3.94
H 6.08 -1.68 6.14
H 0.87 2.53 -0.90
H -4.02 5.03 -0.74
H 0.80 -2.98 -2.31
H -3.98 0.81 2.43
H -0.76 5.25 -0.22
H -5.82 -2.92 -5.41
H 7.04 -3.72 3.13
H -2.32 3.11 -4.99
H 3.17 2.48 -1.80
H -2.32 -5.65 -1.11
H -4.86 -4.40 -5.13
H 1.00 -0.97 3.37
H -0.70 -2.86 1.70
H -3.41 -2.32 -6.69
H 5.55 -3.75 5.85
H -2.29 6.28 -2.13
H 5.44 0.48 7.14
H -0.15 2.96 4.59
H -5.54 -3.51 -3.75
H 4.09 -5.68 0.38
H -5.35 0.16 3.43

---

Record 2
14
Properties=species:S:1:pos:R:3 method="wB97M-V/def2-TZVPD" lumo_ev=4.28 charge=-1
O -3.26 0.12 -0.75
O -1.26 -0.21 0.75
C 0.85 -0.09 -0.35
C -0.43 0.59 0.04
C 1.97 -0.23 0.72
H 0.54 -1.14 -0.73
H -0.82 0.82 -0.96
H 1.28 0.34 -1.27
H 2.91 -0.80 0.33
H 2.24 0.67 1.33
H -2.54 0.02 0.07
H -2.85 -0.61 -1.13
H 1.57 -1.00 1.40
H -0.19 1.53 0.56

---

Record 3
14
Properties=species:S:1:pos:R:3 method="wB97M-V/def2-TZVPD" smiles="C#CCCNC=O" lumo_ev=0.88
O 1.47 -1.38 -2.20
N 0.92 -0.74 -0.08
C 0.63 0.65 -0.40
C 1.28 -1.64 -1.03
C -1.76 0.43 2.18
C -0.86 0.97 -0.27
C -1.38 0.69 1.07
H -1.02 2.03 -0.52
H 1.40 -2.66 -0.61
H 0.70 -1.07 0.85
H 0.96 0.80 -1.43
H -2.12 0.22 3.17
H 1.21 1.30 0.26
H -1.42 0.39 -1.01

---

no.,HOMO energy (eV),total energy (hartree),HOMO-LUMO gap (eV)
1,-3.05,-7266.45909,4.924
2,-3.27,-270.16394,7.543
3,-9.85,-324.66245,10.730